1.
The following is a quantum chemistry calculation of a structure of composition C37H23Br2N5O6PbS at a distorted geometry, from the Open Molecules 2025 dataset.

Structure (ORCA input):
```
! wB97M-V def2-TZVPD RIJCOSX def2/J DEFGRID3
* xyz 0 1
Pb 0.06 -0.36 -0.08
Br -6.74 -4.80 -2.70
C -6.43 -4.42 -0.86
C -6.40 -5.46 0.06
C -6.19 -5.17 1.39
C -5.96 -3.86 1.81
C -6.00 -2.82 0.86
C -6.24 -3.10 -0.47
N -5.94 -3.61 3.17
N -5.26 -2.77 3.77
C -4.20 -2.07 3.26
C -4.09 -0.75 3.72
C -3.17 0.13 3.19
C -2.26 -0.26 2.19
O -1.43 0.55 1.67
C -2.25 -1.66 1.83
N -1.27 -2.08 1.01
C -1.16 -3.35 0.70
C -2.03 -4.32 1.21
C -3.04 -3.93 2.06
C -3.21 -2.57 2.36
H -6.57 -6.47 -0.27
H -6.18 -5.97 2.12
H -5.87 -1.80 1.18
H -6.28 -2.31 -1.19
H -4.81 -0.41 4.45
H -3.14 1.16 3.53
H -0.34 -3.62 0.05
H -1.88 -5.35 0.95
H -3.67 -4.67 2.52
O 2.85 -3.40 -1.44
C 1.90 -2.68 -1.21
O 1.73 -1.98 -0.15
C 0.78 -2.63 -2.27
C 0.95 -3.35 -3.46
C -0.03 -3.33 -4.41
C -1.22 -2.62 -4.15
C -2.30 -2.57 -5.05
C -3.45 -1.90 -4.72
C -3.56 -1.24 -3.49
C -2.52 -1.26 -2.59
C -1.33 -1.93 -2.90
N -0.31 -1.93 -2.02
H 1.88 -3.89 -3.58
H 0.08 -3.85 -5.34
H -2.20 -3.07 -6.00
H -4.28 -1.86 -5.42
H -4.47 -0.71 -3.25
H -2.60 -0.75 -1.64
O -2.86 1.91 -2.69
C -2.16 2.58 -1.98
O -1.53 2.01 -0.90
C -1.84 4.00 -2.04
C -2.31 4.91 -2.98
C -1.91 6.23 -2.86
C -1.06 6.62 -1.82
C -0.60 5.72 -0.88
C -1.01 4.40 -0.99
S -0.66 3.05 0.05
H -2.96 4.57 -3.76
H -2.25 6.97 -3.57
H -0.76 7.65 -1.75
H 0.06 6.04 -0.09
O 4.54 1.56 4.61
C 3.60 1.25 3.70
C 2.30 0.90 4.04
C 1.41 0.58 3.03
N 1.73 0.61 1.75
C 2.97 0.95 1.43
Br 3.35 1.05 -0.42
C 3.95 1.29 2.35
H 4.20 1.49 5.51
H 1.99 0.87 5.08
H 0.38 0.32 3.25
H 4.94 1.56 2.04
*
```

Output
HOMO-LUMO gap   6.80 eV
Highest occupied orbital energy   -7.06 eV
Max |F|   1.63 eV Å⁻¹

---

2.
The following is a quantum chemistry calculation of a cluster of 3 separate species, C37H23N2O12P3 in total at a distorted geometry, from the Open Molecules 2025 dataset.

Structure (ORCA input):
```
! wB97M-V def2-TZVPD RIJCOSX def2/J DEFGRID3
* xyz 0 1
O -1.89 -6.93 2.91
C -2.13 -6.05 3.60
N -2.38 -5.13 4.36
C -2.65 -3.90 3.66
C -3.95 -3.41 3.49
P -5.37 -4.40 4.17
O -6.56 -3.27 4.27
O -4.94 -4.56 5.73
C -4.17 -2.24 2.81
C -3.13 -1.50 2.25
C -1.86 -1.99 2.43
C -1.62 -3.15 3.13
C -0.13 -3.37 3.19
O 0.48 -4.35 3.52
N 0.39 -2.16 2.75
P 2.12 -1.88 2.63
P 2.41 0.28 2.38
O 2.45 0.56 0.94
O 1.24 1.06 3.11
O 3.76 0.72 3.08
C -0.53 -1.44 1.96
O -0.32 -0.65 1.10
H -6.66 -2.81 3.43
H -4.54 -3.74 6.05
H -5.16 -1.83 2.70
H -3.29 -0.59 1.70
H 2.57 -2.10 3.95
H 0.51 1.22 2.49
H 4.32 1.07 2.36
C -1.40 9.33 1.13
C -1.85 8.42 2.08
C -1.35 7.13 2.09
C -0.41 6.74 1.14
C 0.03 7.65 0.18
C -0.46 8.95 0.19
C 1.01 7.25 -0.87
O 1.39 8.05 -1.70
C 1.50 5.84 -0.87
C 2.36 5.42 -1.87
C 2.84 4.12 -1.88
C 2.45 3.23 -0.88
C 1.58 3.64 0.11
C 1.09 4.94 0.12
C 0.13 5.35 1.18
O -0.21 4.57 2.05
H -1.78 10.34 1.13
H -2.59 8.72 2.81
H -1.69 6.41 2.82
H -0.11 9.66 -0.55
H 2.67 6.12 -2.65
H 3.51 3.80 -2.66
H 2.82 2.22 -0.88
H 1.28 2.94 0.88
C 1.88 -3.32 -7.55
C 3.17 -3.38 -7.05
C 3.38 -3.50 -5.68
C 2.29 -3.55 -4.82
C 0.99 -3.47 -5.33
C 0.79 -3.36 -6.70
C -0.18 -3.47 -4.42
O -1.31 -3.41 -4.86
C 0.06 -3.55 -2.95
C -1.02 -3.50 -2.08
C -0.81 -3.58 -0.72
C 0.47 -3.72 -0.21
C 1.55 -3.77 -1.07
C 1.35 -3.67 -2.44
C 2.53 -3.69 -3.35
O 3.66 -3.82 -2.92
H 1.72 -3.24 -8.62
H 4.02 -3.34 -7.72
H 4.38 -3.55 -5.28
H -0.21 -3.31 -7.09
H -2.02 -3.39 -2.48
H -1.66 -3.54 -0.04
H 0.63 -3.79 0.85
H 2.56 -3.88 -0.69
*
```

Output
SMILES string   O=C=Nc1c(P(O)O)ccc2c1C(=O)N(PP(=O)(O)O)C2=O.O=C1c2ccccc2C(=O)c2ccccc21.O=C1c2ccccc2C(=O)c2ccccc21
HOMO-LUMO gap   8.29 eV
Highest occupied orbital energy   -9.38 eV
Max |F|   2.03 eV Å⁻¹

---

3.
The following is a quantum chemistry calculation of a structure of composition C37H24BrCaF7N9S2, from the Open Molecules 2025 dataset.

Structure (ORCA input):
```
! wB97M-V def2-TZVPD RIJCOSX def2/J DEFGRID3
* xyz 1 1
Ca 1.35 -0.33 -0.43
C 4.88 1.62 -0.93
C 3.93 0.73 -1.69
C 4.15 -0.66 -1.72
C 3.36 -1.50 -2.49
C 3.68 -2.97 -2.61
C 2.28 -0.95 -3.19
C 2.04 0.42 -3.19
C 0.94 1.02 -4.02
C 2.87 1.25 -2.42
H 4.55 2.65 -0.95
H 5.87 1.57 -1.38
H 4.98 1.29 0.11
H 5.00 -1.06 -1.19
H 3.84 -3.22 -3.66
H 2.87 -3.59 -2.24
H 4.58 -3.22 -2.06
H 1.65 -1.60 -3.79
H 0.39 1.79 -3.47
H 0.24 0.27 -4.36
H 1.38 1.51 -4.90
H 2.69 2.32 -2.42
F 4.02 -0.79 6.37
C 3.98 -1.79 5.48
F 3.06 -2.68 5.92
F 5.16 -2.41 5.49
C 3.60 -1.30 4.11
C 4.10 -1.92 2.98
C 3.67 -1.47 1.75
N 2.80 -0.47 1.60
C 2.32 0.12 2.70
C 2.70 -0.26 3.98
H 4.80 -2.74 3.05
H 4.01 -1.95 0.84
H 1.59 0.90 2.56
H 2.30 0.25 4.84
S -3.14 -0.23 1.66
C -1.54 -0.25 1.40
N -0.38 -0.26 1.20
Br -2.34 4.52 -0.13
C -0.57 3.94 0.17
C 0.37 4.78 0.74
C 1.65 4.28 0.94
C 1.92 2.98 0.57
N 1.01 2.17 0.02
C -0.22 2.64 -0.17
H 0.11 5.79 1.01
H 2.42 4.89 1.39
H 2.91 2.55 0.73
H -0.95 1.97 -0.58
F -3.04 1.73 -2.35
C -4.25 1.27 -2.05
C -5.28 2.12 -1.97
F -5.07 3.40 -2.19
C -6.63 1.68 -1.65
C -6.78 0.24 -1.48
C -5.74 -0.60 -1.56
F -5.94 -1.90 -1.38
C -4.39 -0.15 -1.80
C -3.32 -0.98 -1.71
C -1.96 -0.54 -1.78
N -0.84 -0.30 -1.82
C -3.38 -2.37 -1.34
N -3.27 -3.46 -1.02
F -7.98 -0.24 -1.22
C -7.67 2.54 -1.53
C -9.02 2.14 -1.22
N -10.11 1.89 -0.97
C -7.55 3.97 -1.68
N -7.52 5.11 -1.77
S 1.01 -3.15 -0.37
C 0.24 -3.22 1.15
N -1.10 -3.45 1.19
C -1.82 -3.45 2.32
C -1.18 -3.27 3.51
C 0.21 -3.11 3.44
N 0.90 -3.08 2.31
H -1.58 -3.57 0.30
H -2.89 -3.59 2.21
H -1.72 -3.25 4.44
H 0.78 -2.99 4.35
*
```

Output
HOMO-LUMO gap (spin up / spin down)   5.28 / 5.27 eV
Highest occupied orbital energy (spin up / spin down)   -10.79 / -10.79 eV
Max |F|   0.26 eV Å⁻¹

---

- Number 1 is which compound?
  C37H23Br2N5O6PbS